{
  "formula": "C26H59BBr2FN4O12S",
  "method": "ωB97M-V/def2-TZVPD",
  "symbols": ["C", "C", "N", "C", "N", "C", "Br", "C", "C", "Br", "N", "B", "O", "N", "C", "C", "S", "O", "O", "F", "H", "H", "H", "H", "H", "H", "H", "H", "H", "H", "H", "H", "H", "H", "H", "H", "H", "C", "O", "C", "C", "O", "C", "C", "O", "C", "H", "H", "H", "H", "H", "H", "H", "H", "H", "H", "H", "H", "H", "H", "C", "O", "C", "C", "O", "C", "C", "O", "C", "H", "H", "H", "H", "H", "H", "H", "H", "H", "H", "H", "H", "H", "H", "C", "O", "C", "C", "O", "C", "C", "O", "C", "H", "H", "H", "H", "H", "H", "H", "H", "H", "H", "H", "H", "H", "H"],
  "coordinates": [[4.31423, 1.03084, -1.05883], [2.94911, 1.72043, -0.38042], [1.78687, 1.76362, -1.34058], [0.60896, 2.55999, -0.84368], [0.62782, 3.63274, 0.01283], [-0.66948, 4.35309, 0.43714], [-1.91640, 3.48442, 1.79825], [-0.91886, 5.69642, -0.16575], [0.14228, 6.33292, -1.27834], [-2.58717, 6.67161, 0.42925], [-0.78804, 2.17909, -1.37783], [-1.25025, 0.84615, -0.82903], [-0.56929, 0.11193, 0.29147], [-2.51623, 0.18084, -1.37675], [-2.97506, -0.96527, -0.46900], [-3.68651, 1.15480, -1.35600], [-0.86680, 2.28311, -3.11491], [0.27743, 3.10712, -3.77556], [-2.19473, 3.05231, -3.48534], [-0.98378, 0.75913, -3.92313], [5.24692, 1.68121, -0.69544], [4.32154, 1.13255, -2.24172], [4.51467, -0.05570, -0.67520], [3.30502, 2.81974, -0.08076], [2.72977, 1.17823, 0.64507], [2.14190, 2.07575, -2.27034], [1.53019, 3.98372, 0.39766], [1.23375, 6.44770, -0.86641], [0.21257, 5.55764, -2.17807], [-0.22546, 7.38780, -1.68505], [-1.07905, 0.33974, 1.12721], [-3.96330, -1.38905, -0.97329], [-3.30215, -0.55722, 0.58314], [-2.21010, -1.85475, -0.41425], [-3.97186, 1.41796, -2.48476], [-4.67122, 0.67750, -0.89925], [-3.48341, 2.13056, -0.71770], [3.31382, -3.51233, -2.31491], [3.80336, -3.48127, -0.98252], [2.77413, -3.35251, -0.00180], [2.95876, -4.36716, 1.13434], [2.75021, -5.73605, 0.77325], [3.70808, -6.33209, -0.10803], [5.12992, -6.45938, 0.45052], [5.75933, -5.18383, 0.54126], [6.49256, -4.99076, 1.73840], [3.13624, -2.48782, -2.66722], [4.07543, -3.97797, -2.94426], [2.39607, -4.10322, -2.40137], [1.77638, -3.47958, -0.44104], [2.84469, -2.34008, 0.40804], [2.20092, -4.14750, 1.89525], [3.91992, -4.24142, 1.63523], [3.70056, -5.83400, -1.07933], [3.33754, -7.34827, -0.29614], [5.73474, -7.07189, -0.22622], [5.08970, -6.95359, 1.42451], [5.98275, -5.42131, 2.60496], [6.58762, -3.91592, 1.90654], [7.48931, -5.42600, 1.63330], [-0.89606, -7.56892, 4.59473], [0.42427, -7.43339, 5.09895], [1.31797, -6.79471, 4.18730], [2.13024, -5.69483, 4.88365], [1.38042, -4.54859, 5.29798], [0.44361, -4.73188, 6.36485], [1.05202, -5.10674, 7.72100], [1.54973, -6.44220, 7.70612], [2.80574, -6.59253, 8.34477], [-0.95585, -8.45493, 3.94921], [-1.57038, -7.70113, 5.44371], [-1.21784, -6.67990, 4.04246], [0.78442, -6.36256, 3.33105], [2.00246, -7.56357, 3.81544], [2.86078, -5.31882, 4.15806], [2.71947, -6.09159, 5.71186], [-0.34392, -5.42831, 6.07099], [-0.05340, -3.76046, 6.48575], [0.27852, -5.05766, 8.49446], [1.83950, -4.39122, 7.97085], [3.47206, -5.74932, 8.14172], [3.27887, -7.49467, 7.95118], [2.65940, -6.70599, 9.42166], [-6.54727, 9.50261, -3.77660], [-5.89955, 8.25612, -3.57024], [-6.70486, 7.13179, -3.92392], [-5.91983, 6.13518, -4.78700], [-5.58796, 6.59194, -6.10191], [-4.63192, 7.65271, -6.20274], [-3.21776, 7.31579, -5.71647], [-3.18107, 7.19390, -4.29690], [-2.40766, 6.09973, -3.83573], [-7.19786, 9.72694, -2.92121], [-5.77856, 10.27493, -3.85109], [-7.12934, 9.51419, -4.70393], [-7.61375, 7.43545, -4.45899], [-7.00072, 6.64145, -2.99118], [-6.55901, 5.25721, -4.93586], [-5.03255, 5.76573, -4.27050], [-5.01310, 8.56122, -5.73274], [-4.56415, 7.88248, -7.27415], [-2.53460, 8.12662, -5.98997], [-2.88027, 6.39751, -6.20368], [-2.53336, 5.21474, -4.46598], [-2.74889, 5.84505, -2.83010], [-1.35391, 6.38589, -3.79425]],
  "forces_ev_per_angstrom": [[0.503, 0.958, 0.206], [2.444, 0.641, 1.230], [-1.610, 2.115, 2.464], [0.865, 0.646, -0.975], [-1.885, -2.257, -1.300], [-0.658, 3.768, -1.605], [1.982, 0.934, -1.950], [1.252, -3.439, 1.363], [-0.523, -0.339, -0.283], [2.445, -1.263, -1.005], [3.495, -0.742, -0.419], [-2.214, -3.924, 1.586], [-1.426, 3.274, -1.345], [0.965, 1.696, 3.462], [-0.907, -1.328, -0.512], [-1.792, 1.174, -1.374], [-3.153, 6.316, -6.643], [-2.730, -4.206, 3.619], [4.932, -4.333, 2.391], [0.761, 3.042, 2.563], [-2.138, -1.428, -0.737], [-0.195, -0.483, 2.530], [-0.711, 2.022, -1.055], [-0.834, -2.110, -0.678], [-0.081, 0.961, -2.383], [-1.013, -0.252, 0.554], [-0.821, -0.600, -0.409], [-2.237, -0.191, -0.391], [-0.343, 1.716, 1.857], [0.655, -2.498, 1.042], [0.808, -0.638, -1.322], [2.159, 0.803, 1.094], [0.832, -0.924, -1.828], [-1.415, 2.039, 0.035], [0.655, -0.209, 2.649], [2.329, 0.774, -0.890], [-0.352, -1.858, -1.496], [0.305, 0.174, 0.193], [-0.613, -0.159, -0.180], [0.514, -0.418, 0.127], [-0.186, -0.007, 0.024], [0.287, 0.356, -0.099], [0.087, -0.287, -0.012], [-0.233, 0.472, -0.388], [-0.262, -0.111, 0.487], [0.049, 0.078, -0.382], [-0.136, -0.121, -0.141], [0.000, 0.118, 0.089], [-0.002, 0.066, 0.035], [0.132, -0.043, -0.042], [-0.191, 0.060, 0.224], [-0.079, -0.087, -0.146], [0.088, 0.085, -0.266], [0.223, 0.112, 0.131], [0.015, 0.146, 0.221], [-0.175, -0.230, -0.008], [-0.005, 0.032, 0.082], [0.007, -0.084, 0.005], [0.052, -0.053, -0.106], [0.065, -0.032, 0.233], [0.292, -0.326, 0.168], [-0.309, 0.495, -0.409], [0.116, 0.072, 0.582], [0.011, -0.085, -0.186], [-0.056, -0.294, 0.156], [-0.060, 0.148, 0.140], [-0.217, -0.488, -0.445], [0.379, 0.449, -0.132], [-0.325, -0.226, -0.027], [-0.172, 0.170, -0.039], [0.115, -0.077, -0.031], [0.051, -0.018, -0.047], [-0.009, -0.053, 0.111], [0.155, 0.157, -0.173], [-0.187, 0.058, -0.050], [-0.232, -0.161, 0.021], [0.185, -0.177, 0.154], [0.242, -0.039, -0.021], [-0.102, 0.269, -0.040], [0.094, 0.003, -0.012], [-0.020, 0.073, 0.041], [-0.128, 0.001, 0.067], [0.213, 0.062, 0.093], [0.145, -0.113, 0.341], [-0.404, 0.065, -0.468], [0.594, -0.058, -0.095], [-0.217, 0.002, -0.041], [0.232, 0.163, 0.399], [0.068, 0.003, -0.193], [-0.499, 0.296, 0.226], [0.100, -0.544, -0.021], [-0.303, 0.453, -0.135], [-0.058, 0.115, -0.209], [-0.022, -0.091, 0.096], [-0.020, -0.043, 0.058], [0.150, 0.051, 0.031], [-0.146, -0.214, -0.072], [-0.041, 0.178, -0.120], [0.007, 0.247, 0.115], [0.184, -0.107, 0.202], [0.002, -0.228, 0.131], [-0.054, 0.016, -0.271], [-0.008, -0.094, 0.037], [0.071, 0.083, -0.007], [-0.004, 0.073, 0.028], [0.199, -0.185, -0.075]],
  "lowdin_charge": [-0.080, -0.233, 0.046, -0.128, 0.133, -0.583, 0.677, -0.558, -0.103, 0.669, 0.005, -0.571, 0.029, -0.114, -0.107, -0.115, 0.935, -0.305, -0.306, -0.188, 0.098, 0.096, 0.085, 0.117, 0.145, 0.139, 0.169, 0.093, 0.084, 0.113, 0.111, 0.118, 0.111, 0.116, 0.112, 0.112, 0.089, -0.109, -0.212, -0.184, -0.173, -0.129, -0.165, -0.180, -0.209, -0.108, 0.080, 0.092, 0.089, 0.122, 0.112, 0.122, 0.109, 0.107, 0.130, 0.127, 0.121, 0.083, 0.087, 0.089, -0.111, -0.204, -0.180, -0.168, -0.133, -0.172, -0.185, -0.206, -0.109, 0.090, 0.089, 0.084, 0.118, 0.127, 0.113, 0.109, 0.107, 0.124, 0.126, 0.120, 0.084, 0.090, 0.088, -0.110, -0.212, -0.183, -0.170, -0.122, -0.166, -0.177, -0.200, -0.122, 0.089, 0.089, 0.088, 0.124, 0.122, 0.127, 0.106, 0.108, 0.130, 0.126, 0.124, 0.071, 0.073, 0.074],
  "homo_energy_ha": -0.3794,
  "largest_force_ha_per_bohr": 0.1885,
  "total_charge": 1,
  "total_energy_ha": -7818.19119,
  "homo_lumo_gap_ev": 4.803,
  "lumo_ev": -5.5
}

{
  "formula": "C26H59BN3O5",
  "method": "ωB97M-V/def2-TZVPD",
  "symbols": ["C", "C", "C", "N", "B", "C", "N", "C", "N", "C", "H", "H", "H", "H", "H", "H", "H", "H", "H", "H", "H", "H", "H", "H", "H", "H", "H", "H", "H", "C", "C", "C", "O", "C", "H", "H", "H", "H", "H", "H", "H", "H", "C", "C", "C", "O", "C", "H", "H", "H", "H", "H", "H", "H", "H", "C", "C", "C", "O", "C", "H", "H", "H", "H", "H", "H", "H", "H", "C", "C", "C", "O", "C", "H", "H", "H", "H", "H", "H", "H", "H", "C", "C", "C", "O", "C", "H", "H", "H", "H", "H", "H", "H", "H"],
  "coordinates": [[-1.68920, -0.28067, -0.76130], [-1.48788, -1.76304, -0.44106], [-0.87296, -2.02680, 0.92880], [0.30937, -1.23126, 1.21787], [1.28841, -1.93017, 2.22990], [0.50976, -2.17978, 3.64890], [-0.27292, -1.03430, 4.21327], [2.68397, -1.07467, 2.35989], [2.73712, 0.16597, 3.18513], [1.92640, 1.25910, 2.66698], [-2.47106, -0.12357, -1.50618], [-0.78313, 0.18291, -1.15352], [-1.95379, 0.26547, 0.14731], [-2.45002, -2.28057, -0.49012], [-0.85577, -2.22621, -1.20843], [-1.64493, -1.83841, 1.68929], [-0.64890, -3.10294, 0.99527], [0.82181, -1.12699, 0.34453], [1.62253, -3.07538, 1.79110], [1.21390, -2.50342, 4.42988], [-0.19462, -3.01616, 3.55060], [0.38273, -0.35074, 4.57884], [-0.68266, -0.55596, 3.41171], [3.48347, -1.72267, 2.74342], [3.02829, -0.77089, 1.35762], [2.41559, -0.07527, 4.11437], [2.40313, 2.23065, 2.84814], [1.79098, 1.12956, 1.59312], [0.91103, 1.30176, 3.08223], [-4.23237, 4.22728, -2.94893], [-2.95361, 4.74347, -2.29088], [-2.27348, 3.44114, -1.88712], [-2.64940, 2.47975, -2.87482], [-3.72098, 2.97987, -3.66414], [-4.69475, 4.94141, -3.63043], [-4.96696, 3.95194, -2.18901], [-2.33845, 5.28751, -3.00850], [-3.12726, 5.40149, -1.44086], [-2.60871, 3.09564, -0.90399], [-1.18553, 3.51290, -1.86800], [-3.35314, 3.22556, -4.66801], [-4.47784, 2.19865, -3.75926], [1.59921, 7.89871, -2.29039], [0.71148, 8.93081, -1.59631], [-0.67442, 8.33622, -1.82013], [-0.50062, 6.92091, -1.83333], [0.88952, 6.60149, -1.92576], [2.63251, 7.91763, -1.94629], [1.59140, 8.04867, -3.37220], [0.94623, 8.96773, -0.52998], [0.80722, 9.93592, -2.00581], [-1.09566, 8.66003, -2.77903], [-1.38357, 8.59086, -1.03036], [1.23027, 6.23013, -0.95576], [1.02134, 5.80740, -2.66165], [-1.11951, -6.87542, -0.92682], [-1.25206, -7.28329, 0.53768], [-1.47080, -5.93121, 1.20608], [-2.18024, -5.13373, 0.25602], [-2.14270, -5.74897, -1.02541], [-1.30022, -7.69107, -1.62518], [-0.11566, -6.48618, -1.10962], [-2.12324, -7.92931, 0.67535], [-0.37350, -7.80400, 0.91583], [-0.51991, -5.44318, 1.44358], [-2.06384, -5.98579, 2.12023], [-3.13862, -6.13680, -1.27651], [-1.87363, -4.99069, -1.76386], [2.27616, -11.25992, -1.82870], [3.05864, -9.96273, -2.03317], [1.93266, -8.93875, -2.11665], [0.88469, -9.43585, -1.28508], [1.14608, -10.78795, -0.92059], [2.86560, -12.06024, -1.38264], [1.87640, -11.61619, -2.78050], [3.69057, -9.76132, -1.16616], [3.68766, -9.96636, -2.92244], [1.56324, -8.84020, -3.14341], [2.21987, -7.94980, -1.75846], [1.44564, -10.82931, 0.13261], [0.22673, -11.36376, -1.03863], [0.19405, 6.94921, 2.61219], [1.40601, 6.01891, 2.64383], [2.38478, 6.77365, 1.75648], [2.09827, 8.16641, 1.93108], [0.86084, 8.31830, 2.62731], [-0.48704, 6.80383, 3.44950], [-0.36637, 6.80765, 1.68506], [1.79728, 5.93201, 3.65903], [1.19401, 5.01743, 2.27544], [2.24000, 6.51117, 0.70457], [3.43068, 6.59464, 2.00723], [1.06007, 8.64947, 3.65276], [0.27433, 9.09073, 2.12540]],
  "forces_ev_per_angstrom": [[0.011, 0.019, 0.056], [-0.018, 0.056, -0.074], [0.091, -0.076, 0.055], [0.149, -0.176, -0.024], [-0.074, 0.107, -0.084], [0.082, -0.052, 0.098], [-0.050, 0.074, -0.089], [-0.100, -0.019, -0.076], [0.120, 0.063, 0.003], [-0.165, -0.055, 0.016], [-0.017, -0.002, -0.024], [0.050, -0.005, 0.082], [-0.063, 0.014, -0.019], [0.008, -0.062, 0.023], [0.017, 0.035, -0.039], [0.042, 0.047, 0.039], [-0.078, -0.032, -0.011], [-0.031, 0.084, 0.024], [-0.051, 0.077, 0.026], [-0.009, -0.010, -0.009], [-0.018, 0.000, 0.016], [-0.018, -0.039, 0.002], [0.035, -0.021, 0.020], [-0.023, -0.019, 0.033], [0.041, -0.034, -0.002], [0.021, 0.027, 0.005], [0.048, 0.011, 0.024], [0.057, 0.060, -0.021], [-0.008, -0.031, -0.039], [0.027, -0.025, -0.007], [-0.038, -0.019, 0.035], [0.026, 0.032, -0.004], [0.036, -0.049, -0.080], [-0.051, 0.039, 0.043], [0.006, 0.005, 0.000], [0.003, -0.002, 0.005], [0.001, -0.003, -0.008], [-0.008, 0.004, -0.001], [-0.018, 0.001, -0.003], [0.000, -0.001, 0.001], [0.009, 0.005, 0.007], [-0.002, 0.005, -0.010], [0.003, -0.012, 0.044], [-0.017, 0.001, 0.005], [0.043, 0.030, 0.058], [-0.041, -0.025, -0.036], [0.002, 0.007, -0.004], [0.003, 0.002, 0.003], [-0.010, 0.003, -0.001], [0.018, -0.015, 0.001], [0.003, -0.001, -0.006], [0.006, -0.009, -0.006], [-0.006, 0.008, -0.004], [-0.011, -0.042, -0.048], [-0.026, 0.013, -0.018], [0.003, 0.026, -0.026], [0.029, 0.014, 0.024], [0.060, 0.023, 0.019], [-0.195, -0.052, -0.002], [0.106, 0.018, -0.011], [-0.013, 0.000, 0.005], [0.002, 0.004, -0.002], [-0.011, 0.008, -0.004], [0.000, -0.006, -0.010], [-0.003, 0.007, -0.001], [-0.004, -0.008, -0.003], [0.003, -0.009, 0.017], [-0.016, -0.002, -0.012], [0.009, 0.017, 0.022], [-0.019, -0.007, -0.009], [0.037, 0.019, 0.024], [-0.068, -0.016, 0.010], [0.032, -0.016, -0.030], [0.005, 0.002, -0.001], [-0.004, 0.006, -0.005], [-0.003, 0.000, 0.005], [-0.002, -0.006, -0.001], [-0.007, -0.007, 0.001], [0.006, -0.001, -0.005], [0.002, 0.008, 0.001], [0.005, -0.007, 0.000], [0.003, -0.004, 0.004], [-0.018, 0.012, -0.023], [0.040, -0.024, 0.003], [0.013, 0.020, -0.037], [-0.031, -0.014, -0.016], [0.001, -0.002, 0.001], [0.007, -0.003, -0.012], [-0.005, 0.012, 0.005], [0.004, -0.031, -0.001], [0.031, 0.004, 0.035], [-0.006, 0.022, 0.048], [0.009, -0.003, -0.002], [-0.007, 0.003, 0.007]],
  "lowdin_charge": [-0.128, -0.264, -0.306, -0.027, -0.664, -0.256, -0.043, -0.219, -0.152, -0.175, 0.052, 0.062, 0.068, 0.092, 0.099, 0.110, 0.077, 0.075, 0.081, 0.074, 0.057, 0.015, 0.026, 0.069, 0.074, 0.064, 0.046, 0.064, 0.055, -0.172, -0.177, -0.197, -0.146, -0.215, 0.105, 0.111, 0.103, 0.110, 0.119, 0.117, 0.113, 0.114, -0.160, -0.160, -0.204, -0.155, -0.194, 0.113, 0.112, 0.100, 0.110, 0.115, 0.115, 0.093, 0.121, -0.178, -0.170, -0.198, -0.152, -0.209, 0.102, 0.112, 0.110, 0.105, 0.113, 0.117, 0.112, 0.113, -0.173, -0.170, -0.204, -0.155, -0.207, 0.108, 0.111, 0.114, 0.109, 0.118, 0.120, 0.118, 0.116, -0.162, -0.156, -0.196, -0.153, -0.214, 0.112, 0.110, 0.116, 0.114, 0.088, 0.119, 0.114, 0.109],
  "homo_energy_ha": -0.1257,
  "largest_force_ha_per_bohr": 0.0045,
  "total_charge": -1,
  "total_energy_ha": -1591.30748,
  "e_above_lowest_ev": 0.0000,
  "homo_lumo_gap_ev": 5.670,
  "lumo_ev": 2.2
}